(1)
Computed, not measured: a single C26H32N4O3 molecule, with ωB97M-V/def2-TZVPD.

Geometry as XYZ:
```
65
Properties=species:S:1:pos:R:3:forces:R:3:nbo_charge:R:1
C 0.245904 2.535355 -7.084044 0.2 0.1 0.0 -0.59
C 1.308569 2.231361 -6.025807 -0.2 0.0 -0.1 -0.42
C 0.740275 1.350273 -4.951466 0.1 0.1 0.1 -0.02
C 0.725973 -0.039298 -5.117256 -0.1 0.0 0.2 -0.18
C 0.172214 -0.867482 -4.168670 0.0 0.0 0.0 -0.25
C -0.390286 -0.321086 -3.014493 0.2 0.7 -0.3 0.25
N -0.950167 -1.109633 -2.046588 -0.1 -0.4 0.1 -0.57
C -1.483827 -0.667088 -0.864579 0.1 -0.1 -0.3 0.64
O -1.934841 -1.477824 -0.063700 -0.2 -0.2 0.3 -0.66
C -1.490688 0.777230 -0.677654 0.0 0.5 -0.1 -0.10
C -2.079003 1.303442 0.607834 0.0 -0.1 0.0 -0.24
N -1.089169 1.441307 1.656485 -0.3 0.1 0.1 -0.46
C -0.323480 2.673342 1.686077 0.3 0.0 0.4 -0.20
C 1.183704 2.460014 1.847712 -0.1 -0.1 -0.2 -0.42
C 1.806835 1.530914 0.807307 0.0 0.1 0.1 -0.21
N 1.500335 0.119539 0.987904 0.1 -0.1 -0.1 -0.45
C 2.092082 -0.428623 2.202665 -0.1 -0.3 0.1 -0.27
C 1.770105 -1.916864 2.322491 0.0 0.3 0.3 -0.07
O 2.216244 -2.643299 1.198503 0.2 -0.1 0.0 -0.53
C 1.621812 -2.121912 0.037453 0.0 0.2 -0.3 -0.08
C 1.983613 -0.648622 -0.147568 -0.1 -0.3 0.0 -0.25
C -1.030257 0.647898 2.779999 -0.3 0.0 -0.4 0.81
O -0.483779 1.045724 3.793598 0.2 0.1 0.4 -0.68
N -1.609701 -0.581949 2.638259 -0.1 -0.1 -0.4 -0.68
C -1.709417 -1.583840 3.601969 0.0 -0.1 0.4 0.24
C -1.495027 -1.370108 4.960844 0.1 0.2 0.0 -0.28
C -1.635456 -2.417722 5.852544 0.0 -0.1 0.0 -0.18
C -1.991392 -3.681171 5.413396 0.0 -0.1 0.1 -0.25
C -2.209874 -3.895412 4.062064 0.0 0.0 0.0 -0.20
C -2.072005 -2.858077 3.161947 0.0 0.1 -0.1 -0.27
C -0.975124 1.586079 -1.631249 -0.3 -0.3 0.3 -0.12
C -0.388938 1.073689 -2.827697 0.1 -0.4 -0.3 -0.14
C 0.181054 1.889099 -3.812052 0.0 -0.3 0.0 -0.16
H -0.602560 3.044732 -6.632843 -0.1 0.0 0.0 0.21
H -0.111069 1.614513 -7.539470 -0.1 -0.1 -0.1 0.20
H 0.658413 3.170982 -7.863547 0.0 0.1 -0.1 0.21
H 2.156885 1.734786 -6.500443 0.1 0.1 0.1 0.21
H 1.660703 3.167686 -5.589687 0.1 0.0 0.0 0.21
H 1.162862 -0.466970 -6.007460 0.1 -0.1 -0.1 0.22
H 0.170934 -1.938832 -4.305559 0.0 -0.1 0.0 0.21
H -0.950549 -2.114280 -2.182968 -0.1 0.1 0.1 0.42
H -2.871985 0.630580 0.942444 0.0 0.1 -0.1 0.24
H -2.527883 2.286874 0.422158 0.0 -0.1 0.0 0.20
H -0.513454 3.204952 0.752896 0.0 0.0 0.0 0.19
H -0.666605 3.297071 2.522545 0.0 0.0 -0.2 0.21
H 1.662540 3.437752 1.756829 0.0 0.0 0.0 0.21
H 1.375183 2.088198 2.851274 0.1 0.1 0.0 0.24
H 1.442027 1.813038 -0.186482 0.1 0.0 0.0 0.19
H 2.902993 1.688147 0.816382 -0.1 0.0 -0.1 0.17
H 1.676139 0.078483 3.071692 0.1 0.0 0.1 0.23
H 3.189658 -0.294077 2.196537 0.0 0.0 0.0 0.16
H 2.277759 -2.345343 3.187861 -0.1 0.1 0.0 0.20
H 0.685969 -2.047296 2.439301 0.1 0.0 0.0 0.17
H 1.996490 -2.716494 -0.799043 -0.1 0.0 0.0 0.19
H 0.529540 -2.224159 0.108643 0.0 0.0 -0.1 0.17
H 1.527745 -0.263168 -1.063261 0.0 0.0 0.0 0.19
H 3.082541 -0.566248 -0.249011 -0.1 0.0 0.0 0.17
H -1.794788 -0.912322 1.692795 0.1 0.1 0.0 0.44
H -1.211339 -0.390515 5.306250 0.0 0.0 0.0 0.25
H -1.465272 -2.241306 6.904877 0.0 0.0 0.1 0.21
H -2.098598 -4.493381 6.117152 0.0 -0.1 0.1 0.21
H -2.488834 -4.877350 3.707548 0.0 -0.1 0.0 0.21
H -2.242145 -3.021013 2.107205 0.0 0.0 -0.1 0.22
H -1.000620 2.660364 -1.507593 0.0 0.1 0.1 0.22
H 0.181033 2.959340 -3.663251 0.0 0.2 0.0 0.21
```
Forces are in eV/Å.

Summary:
ΔE to the lowest compared entry with this formula, charge and spin (kJ/mol): 113.4
E_LUMO (eV): -0.2
Spin multiplicity: 1
Kohn-Sham gap (eV): 7.6
Electronic energy (eV): -39586.309
Molar mass (g/mol): 448.6

---

(2)
Computed, not measured: 2 unconnected molecules or ions with the total composition C3H9N3O in a non-equilibrium geometry, with ωB97M-V/def2-TZVPD.

Geometry as XYZ:
```
16
Properties=species:S:1:pos:R:3:forces:R:3:nbo_charge:R:1
C 1.364620 -0.968071 -0.438472 -5.0 -3.5 -0.2 -0.06
C -1.728156 -0.462719 -0.743886 -0.2 -0.1 -1.3 -0.46
C -0.345205 0.576808 0.708511 5.4 2.0 5.0 0.08
N -1.071820 0.749648 -0.379470 -3.3 -2.2 -1.8 -0.03
N 0.383902 1.660515 1.219045 1.3 -1.2 1.8 -0.78
N 2.551846 -1.137438 -0.222394 4.2 1.5 -0.5 -0.64
O -0.961943 1.677345 -1.172678 0.8 3.0 -2.0 -0.35
H 0.582254 -1.560108 0.227414 1.3 1.4 -0.9 0.11
H 1.001046 -0.872380 -1.496854 0.3 0.7 0.9 0.16
H -2.172926 -0.223649 -1.721105 0.4 -0.8 0.1 0.24
H -2.540001 -0.514265 -0.064143 -1.0 -0.8 0.8 0.20
H -0.623118 -0.123079 1.462380 -0.6 -0.5 0.2 0.18
H 0.546327 2.484724 0.663298 0.0 -0.2 -0.3 0.41
H 1.197821 1.405790 1.900877 -2.2 0.7 -1.9 0.39
H -1.034589 -1.347148 -0.645764 -1.1 0.9 -0.5 0.21
H 2.849943 -1.345972 0.703241 -0.2 -0.6 0.9 0.34
```
Forces are in eV/Å.

Summary:
ΔE to the lowest compared entry with this formula, charge and spin (kJ/mol): 201.0
E_LUMO (alpha / beta) (eV): 0.8 / -0.9
Spin multiplicity: 3
Kohn-Sham gap (alpha / beta) (eV): 6.1 / 8.3
Electronic energy (eV): -9767.745
Molar mass (g/mol): 103.1
<S²>: 2.01